Molecular formula: C33H50O33
Method: DFT, the ωB97M-V functional and the def2-TZVPD basis

As for the structure (SMILES): COC(=O)OC.COC(=O)OC.COC(=O)OC.O=C1OCCO1.O=C1OCCO1.O=C1OCCO1.O=C1OCCO1.O=C1OCCO1.O=C1OCCO1.O=C1OCCO1.O=C1OCCO1. The value obtained for the HOMO energy is -10.5949 eV. For the calculated total energy, the calculation gives -102593.7593 eV. The total charge is 0. The value obtained for the energy above the lowest of the compared OMol25 structures with the same formula, charge and spin is 648.3 kJ/mol.

Geometry (Å):
1 C -1.6021 -5.4866 4.6436
2 O -1.1629 -5.9255 5.8990
3 C -1.0684 -5.0374 6.8969
4 O -1.4078 -3.8303 6.8340
5 O -0.5443 -5.7291 7.9517
6 C -0.4497 -5.1890 9.2495
7 H -1.6790 -4.4397 4.3497
8 H -2.6883 -5.5756 4.6633
9 H -1.2195 -6.1294 3.8508
10 H -0.1437 -6.0695 9.8145
11 H -1.4542 -4.8363 9.4835
12 H 0.3062 -4.4298 9.4505
13 C 6.4028 6.2868 2.1970
14 O 5.3109 5.4588 1.8263
15 C 5.4049 4.1551 1.8746
16 O 6.4052 3.4517 2.0013
17 O 4.1149 3.6155 1.6686
18 C 3.8304 2.2134 1.7511
19 H 6.0375 7.2724 2.4854
20 H 7.1166 6.2825 1.3732
21 H 6.9328 5.9078 3.0708
22 H 3.5041 2.0977 2.7847
23 H 4.6937 1.6167 1.4563
24 H 3.0006 2.0990 1.0536
25 C -1.9446 4.8272 0.0445
26 O -1.2145 5.4826 -0.9069
27 C -1.3945 6.7147 -1.1704
28 O -2.2845 7.4925 -0.7788
29 O -0.4377 7.0216 -2.0441
30 C -0.4922 8.2596 -2.6880
31 H -2.8031 4.4074 -0.4799
32 H -2.3405 5.4624 0.8369
33 H -1.3457 4.0050 0.4360
34 H -0.2149 7.9660 -3.7004
35 H 0.1439 9.0677 -2.3267
36 H -1.4839 8.6900 -2.8273
37 O -2.9940 2.8240 -3.5843
38 C -3.3897 3.8434 -4.1023
39 O -3.0512 4.3045 -5.2487
40 C -3.7825 5.4642 -5.6502
41 C -4.9445 5.3324 -4.6108
42 O -4.3933 4.5434 -3.6149
43 H -3.2137 6.3815 -5.4984
44 H -4.0617 5.4313 -6.7033
45 H -5.8790 4.9685 -5.0379
46 H -5.1658 6.2863 -4.1321
47 O 3.9289 0.9737 -4.1962
48 C 3.8338 2.0844 -3.7784
49 O 2.7323 2.5114 -2.9635
50 C 2.7388 3.9400 -2.9616
51 C 4.1952 4.2650 -3.3793
52 O 4.6636 3.0962 -3.9319
53 H 2.1748 4.4556 -3.7389
54 H 2.4307 4.2680 -1.9688
55 H 4.7764 4.5029 -2.4884
56 H 4.1976 4.9987 -4.1853
57 O -3.5284 2.7447 4.0345
58 C -2.5869 2.3167 4.7038
59 O -1.5507 3.0449 4.8748
60 C -0.5745 2.4043 5.5874
61 C -1.1424 1.0381 5.7312
62 O -2.4026 1.1099 5.1722
63 H 0.3282 2.3441 4.9794
64 H -0.1960 2.8006 6.5296
65 H -1.1319 0.6158 6.7360
66 H -0.6393 0.2878 5.1213
67 O 2.4631 -2.2469 0.1358
68 C 1.3446 -1.7753 -0.0534
69 O 0.9606 -1.1815 -1.2345
70 C -0.2620 -0.5876 -1.1021
71 C -0.6911 -1.0229 0.3503
72 O 0.4567 -1.5342 0.9094
73 H -0.1904 0.4805 -1.3074
74 H -0.8557 -1.1729 -1.8043
75 H -1.5157 -1.7344 0.3080
76 H -0.8844 -0.1120 0.9168
77 O 4.6195 -5.6424 5.5224
78 C 4.3666 -4.4629 5.2862
79 O 3.0748 -3.9170 4.9972
80 C 3.1411 -2.5700 5.1011
81 C 4.5566 -2.3116 4.6828
82 O 5.2320 -3.5451 5.0133
83 H 2.4846 -2.1027 4.3671
84 H 2.8491 -2.2511 6.1017
85 H 5.0140 -1.3515 4.9215
86 H 4.5497 -2.2928 3.5929
87 O -0.9123 -5.5332 -0.6164
88 C 0.2150 -5.9318 -1.0043
89 O 1.1591 -6.5637 -0.2530
90 C 2.2557 -6.9463 -1.0820
91 C 2.0475 -6.1145 -2.3415
92 O 0.7165 -5.7161 -2.2341
93 H 3.2198 -7.0236 -0.5795
94 H 2.0468 -7.9797 -1.3589
95 H 2.3561 -6.7825 -3.1456
96 H 2.7234 -5.2703 -2.2051
97 O -8.6503 -1.7226 -2.2100
98 C -7.5137 -1.8745 -2.6555
99 O -6.7307 -2.9140 -2.3755
100 C -5.4212 -2.7230 -2.8284
101 C -5.6561 -1.7068 -3.9549
102 O -6.9000 -1.1520 -3.5626
103 H -4.8216 -2.2376 -2.0584
104 H -4.9756 -3.6299 -3.2374
105 H -5.7716 -2.2112 -4.9143
106 H -4.9011 -0.9248 -3.8743
107 O -0.7795 -1.8270 -5.6182
108 C -1.0247 -2.9353 -6.0423
109 O -1.9202 -3.7582 -5.4805
110 C -1.7025 -5.0432 -6.0383
111 C -0.4611 -4.9849 -6.8574
112 O -0.2496 -3.5980 -6.9393
113 H -1.4658 -5.7073 -5.2070
114 H -2.5994 -5.3633 -6.5685
115 H -0.5607 -5.3955 -7.8622
116 H 0.3629 -5.4533 -6.3191

Atoms 1-6, force components in eV/Å:
-2.59 0.14 -1.16
1.04 0.77 0.96
-0.39 2.26 0.24
1.15 -3.71 0.63
0.00 0.63 -2.21
-0.60 -0.26 0.37